--- P ---
5
Properties=species:S:1:pos:R:3 method="wB97M-V/def2-TZVPD" lumo_energy_ev=0.58 orbital_gap_ev=11.483 total_charge=0 smiles=BO
B 0.314 -0.302 0.043
O -0.963 0.024 0.033
H 1.160 0.632 0.303
H 0.536 -1.401 -0.132
H -1.047 1.047 -0.247

--- Q ---
5
Properties=species:S:1:pos:R:3 method="wB97M-V/def2-TZVPD" lumo_energy_ev=0.10 orbital_gap_ev=9.395 total_charge=0
B -0.050 0.023 0.180
O -0.910 0.780 -0.494
H 1.008 0.395 0.087
H -0.070 -2.068 0.337
H -1.711 0.279 -0.708

In order of decreasing stability: P, Q.

--- P ---
53
Properties=species:S:1:pos:R:3 method="wB97M-V/def2-TZVPD" lumo_energy_ev=-3.69 orbital_gap_ev=8.174 total_charge=+1
Ir -0.168 -0.198 -0.180
Se 2.737 -1.426 1.182
Se 2.311 0.225 2.735
C 0.422 0.009 2.962
C 0.008 0.149 4.281
C -1.320 -0.023 4.612
C -2.197 -0.370 3.601
C -1.722 -0.479 2.313
N -0.431 -0.274 1.961
C 2.863 -0.142 -0.222
C 4.066 0.041 -0.875
C 4.154 0.996 -1.874
C 3.034 1.751 -2.171
C 1.863 1.497 -1.488
N 1.763 0.567 -0.522
H 0.748 0.360 5.040
H -1.653 0.083 5.636
H -3.244 -0.558 3.789
H -2.402 -0.724 1.516
H 4.919 -0.558 -0.590
H 5.083 1.149 -2.407
H 3.044 2.509 -2.940
H 0.958 2.026 -1.744
O 1.159 -1.872 -1.747
S 0.346 -1.316 -2.814
O 0.966 -1.012 -4.061
O -0.306 -0.063 -2.217
C -0.971 -2.471 -3.119
C -1.121 -2.871 -4.436
C -2.057 -3.842 -4.776
C -2.838 -4.419 -3.796
C -2.708 -4.013 -2.473
C -1.782 -3.044 -2.124
S -1.797 -2.568 -0.408
O -2.898 -3.226 0.213
O -0.476 -2.722 0.177
O -2.027 -1.049 -0.440
H -0.487 -2.427 -5.189
H -2.159 -4.144 -5.809
H -3.561 -5.182 -4.050
H -3.332 -4.439 -1.701
N 0.527 5.791 1.691
C -0.085 4.955 1.199
C -0.851 3.908 0.582
C -2.123 4.138 0.064
C -2.804 3.078 -0.504
C -2.210 1.832 -0.552
N -0.980 1.625 -0.055
C -0.307 2.637 0.505
H -2.559 5.126 0.113
H -3.794 3.206 -0.917
H -2.694 0.973 -0.995
H 0.668 2.413 0.916

--- Q ---
53
Properties=species:S:1:pos:R:3 method="wB97M-V/def2-TZVPD" lumo_energy_ev=-4.17 orbital_gap_ev=7.110 total_charge=+1
Ir -0.204 0.184 -0.142
Se -2.390 -0.121 1.791
Se -0.916 0.701 3.380
C -0.205 2.174 2.369
C 0.170 3.321 3.053
C 0.524 4.442 2.328
C 0.474 4.397 0.943
C 0.158 3.205 0.330
N -0.140 2.101 1.032
C -1.485 -1.798 1.629
C -2.111 -3.015 1.760
C -1.390 -4.148 1.410
C -0.073 -4.019 1.004
C 0.491 -2.760 0.940
N -0.199 -1.653 1.240
H 0.149 3.330 4.134
H 0.807 5.353 2.839
H 0.674 5.273 0.343
H 0.126 3.116 -0.744
H -3.140 -3.067 2.084
H -1.856 -5.124 1.437
H 0.520 -4.880 0.734
H 1.518 -2.624 0.634
O -1.859 -1.333 -0.917
S -0.968 -1.818 -1.987
O -1.102 -3.225 -2.199
O 0.419 -1.369 -1.606
C -1.494 -0.984 -3.456
C -1.609 -1.762 -4.595
C -2.073 -1.202 -5.778
C -2.482 0.118 -5.805
C -2.386 0.899 -4.661
C -1.873 0.364 -3.488
S -1.485 1.566 -2.229
O -1.855 2.848 -2.738
O -2.111 1.296 -0.926
O 0.002 1.393 -1.985
H -1.337 -2.807 -4.537
H -2.117 -1.808 -6.673
H -2.862 0.555 -6.718
H -2.692 1.935 -4.656
N 5.020 -2.292 2.553
C 4.519 -1.570 1.814
C 3.883 -0.692 0.873
C 4.577 -0.169 -0.216
C 3.903 0.675 -1.078
C 2.563 0.935 -0.861
N 1.894 0.408 0.176
C 2.546 -0.374 1.037
H 5.620 -0.412 -0.366
H 4.408 1.134 -1.915
H 2.002 1.572 -1.526
H 1.990 -0.739 1.890

In order of decreasing stability: P, Q.

--- P ---
9
Properties=species:S:1:pos:R:3 method="wB97M-V/def2-TZVPD" lumo_energy_ev=0.28 orbital_gap_ev=9.437 total_charge=0
C -0.379 -1.354 0.017
C 0.633 -1.922 -0.645
C -0.091 0.941 0.104
Cl 0.870 -3.615 -1.071
H -1.371 -1.415 0.279
H 1.394 -1.253 -1.171
H -1.009 1.325 0.345
H 0.659 0.717 0.892
H 0.195 1.041 -0.851

--- Q ---
9
Properties=species:S:1:pos:R:3 method="wB97M-V/def2-TZVPD" lumo_energy_ev=0.96 orbital_gap_ev=10.522 total_charge=0
C 0.265 -1.482 0.133
C -0.424 -0.421 0.440
C 0.208 1.328 -0.446
Cl -1.895 -0.249 1.312
H -0.019 -2.351 0.684
H 1.046 -1.310 -0.641
H 0.461 1.938 0.425
H 1.088 1.012 -0.847
H -0.729 1.535 -1.060

In order of decreasing stability: Q, P.

--- P ---
22
Properties=species:S:1:pos:R:3 method="wB97M-V/def2-TZVPD" lumo_energy_ev="-2.78 / -7.57" spin_multiplicity=2 orbital_gap_ev="10.887 / 6.031" total_charge=+1
C -1.211 0.523 1.828
N -0.691 0.175 0.503
C -1.325 -1.010 -0.132
C -0.297 -1.543 -1.115
C 1.081 -1.159 -0.472
C 0.764 0.046 0.425
C 1.370 1.390 -0.240
N 0.591 1.880 -1.380
H -2.162 1.054 1.672
H -0.516 1.226 2.275
H -1.494 -0.321 2.453
H -2.198 -0.676 -0.699
H -1.693 -1.643 0.675
H -0.332 -1.101 -2.105
H -0.320 -2.627 -1.192
H 1.506 -1.955 0.138
H 1.832 -1.015 -1.249
H 1.325 -0.084 1.356
H 2.395 1.074 -0.413
H 1.417 2.182 0.507
H 0.110 1.132 -1.845
H -0.151 2.452 -0.993

--- Q ---
22
Properties=species:S:1:pos:R:3 method="wB97M-V/def2-TZVPD" lumo_energy_ev="-3.93 / -8.02" spin_multiplicity=2 orbital_gap_ev="8.704 / 4.532" total_charge=+1
C 0.334 0.456 2.459
C 0.213 -0.703 1.814
C 1.269 -1.772 1.806
C -0.711 1.527 2.432
H 1.235 0.661 3.024
H -0.730 -0.908 1.300
H 0.845 -2.734 2.085
H 1.712 -1.898 0.809
H 2.089 -1.499 2.466
H -1.643 1.165 1.987
H -0.409 2.384 1.820
H -0.992 1.912 3.411
C -0.196 -0.564 -3.796
N -0.785 0.255 -2.760
C -0.142 0.638 -1.679
N -0.811 1.280 -0.745
H -0.799 -0.480 -4.695
H 0.818 -0.219 -3.987
H -0.158 -1.610 -3.474
H -1.797 0.396 -2.750
H 0.920 0.423 -1.649
H -0.263 1.291 0.123

In order of decreasing stability: P, Q.

--- P ---
11
Properties=species:S:1:pos:R:3 method="wB97M-V/def2-TZVPD" lumo_energy_ev=-0.22 orbital_gap_ev=8.469 total_charge=0
O -1.939 1.246 2.343
N -1.726 0.819 1.180
O -2.741 0.144 0.679
C -0.456 1.003 0.630
Cl 0.506 2.166 1.206
C -0.150 0.272 -0.591
O 1.033 -0.604 -0.107
H -2.547 -0.294 -0.395
H 0.163 0.591 -1.542
H -1.045 -0.447 -0.912
H 1.422 -0.022 0.576

--- Q ---
11
Properties=species:S:1:pos:R:3 method="wB97M-V/def2-TZVPD" lumo_energy_ev=0.03 orbital_gap_ev=11.056 total_charge=0 smiles="O=C(O)O.C#N.Cl"
O -0.707 -0.538 -1.256
C -0.745 -0.360 -2.441
O -1.796 -0.351 -3.156
O 0.372 -0.014 -3.175
H -2.660 -0.132 -2.746
H 1.227 -0.066 -2.730
C 0.339 0.657 1.722
N 0.873 0.661 2.734
H -0.314 0.526 0.807
Cl 1.952 -0.556 5.544
H 1.460 0.174 4.697

In order of decreasing stability: Q, P.

--- P ---
9
Properties=species:S:1:pos:R:3 method="wB97M-V/def2-TZVPD" lumo_energy_ev=-1.55 orbital_gap_ev=6.769 total_charge=0
C 1.391 0.292 -0.404
N -1.444 -0.284 -0.445
F -0.892 1.792 0.805
F 0.045 -2.106 -0.796
F -0.408 -1.596 1.476
P -1.863 1.185 -0.423
P 0.008 -0.842 0.159
H 0.842 1.269 -0.502
H 2.320 0.290 0.131

--- Q ---
9
Properties=species:S:1:pos:R:3 method="wB97M-V/def2-TZVPD" lumo_energy_ev="-0.79 / -0.79" orbital_gap_ev="9.190 / 9.190" total_charge=0 smiles="C=[P@@]1(F)N=P1(F)F"
C -1.413 0.243 0.934
P -0.152 0.975 0.063
F -0.346 2.552 -0.283
N 0.948 0.424 -0.899
P 0.755 -1.220 -0.776
F 1.707 -1.465 0.481
F 1.793 -1.547 -1.982
H -2.203 0.825 1.406
H -1.087 -0.788 1.053

In order of decreasing stability: Q, P.